ORCA calculation (ωB97M-V/def2-TZVPD) on C52H55Ge2O5S4Sn as an isolated structure in a non-equilibrium geometry.

Results
**HOMO-LUMO gap**: 5.551 eV
**Net charge**: +1
**Energy relative to the best compared isomer or geometry (same formula, charge and spin)**: 0.436 eV
**M**: 1152.2 g/mol
**LUMO**: -4.856 eV
**E_HOMO**: -10.41 eV

Element x y z (Å)
1 Sn -2.281 -2.870 0.981
2 O -0.345 -6.639 2.811
3 C -0.399 -5.418 2.342
4 O -0.921 -5.139 1.287
5 C 0.299 -4.393 3.221
6 O -0.417 -3.186 3.264
7 C -1.454 -3.205 4.242
8 C -2.544 -4.201 3.795
9 O -2.735 -5.229 4.398
10 O -3.135 -3.876 2.695
11 H -0.908 -7.245 2.300
12 H 0.432 -4.817 4.222
13 H 1.278 -4.172 2.780
14 H -1.057 -3.484 5.221
15 H -1.872 -2.199 4.259
16 C 1.380 -7.546 -0.687
17 C 1.624 -6.124 -1.015
18 C 1.069 -5.569 -2.181
19 C 1.236 -4.254 -2.508
20 C 0.688 -3.669 -3.757
21 C 1.940 -3.357 -1.567
22 C 2.676 -4.015 -0.464
23 C 3.593 -3.180 0.351
24 C 2.452 -5.342 -0.201
25 C 2.698 -2.234 -2.221
26 C 3.815 -2.596 -2.963
27 C 4.609 -1.615 -3.530
28 C 4.314 -0.276 -3.342
29 C 3.200 0.104 -2.602
30 C 2.389 -0.892 -2.070
31 Ge 0.797 -0.456 -0.957
32 S 0.494 -2.703 -0.492
33 S 1.000 0.780 0.878
34 Ge -1.315 0.942 0.666
35 S -2.191 -0.615 2.014
36 S -1.239 0.233 -1.576
37 C -2.401 2.543 1.168
38 C -3.699 2.619 0.677
39 C -4.568 3.536 1.260
40 C -4.145 4.345 2.299
41 C -2.845 4.261 2.765
42 C -1.956 3.346 2.211
43 C -0.565 3.234 2.707
44 C 0.468 3.871 2.013
45 C 0.186 4.649 0.764
46 C 1.765 3.776 2.495
47 C 2.062 3.056 3.642
48 C 3.461 2.965 4.165
49 C 1.020 2.436 4.323
50 C -0.290 2.523 3.883
51 C -1.397 1.887 4.664
52 C -4.156 1.785 -0.462
53 C -4.999 0.689 -0.269
54 C -5.469 0.277 1.092
55 C -5.452 -0.022 -1.375
56 C -5.115 0.346 -2.667
57 C -5.653 -0.392 -3.853
58 C -4.292 1.453 -2.842
59 C -3.806 2.174 -1.765
60 C -2.942 3.380 -1.990
61 C 2.933 1.536 -2.340
62 C 3.612 2.180 -1.302
63 C 4.496 1.442 -0.342
64 C 3.442 3.545 -1.136
65 C 2.621 4.287 -1.969
66 C 2.516 5.774 -1.826
67 C 1.934 3.623 -2.978
68 C 2.081 2.262 -3.182
69 C 1.352 1.584 -4.303
70 H 2.034 -8.170 -1.297
71 H 0.356 -7.830 -0.917
72 H 1.591 -7.746 0.361
73 H 0.493 -6.213 -2.828
74 H -0.068 -4.313 -4.200
75 H 1.495 -3.546 -4.482
76 H 0.271 -2.677 -3.577
77 H 4.460 -2.894 -0.248
78 H 3.951 -3.713 1.228
79 H 3.104 -2.255 0.661
80 H 2.924 -5.812 0.651
81 H 4.062 -3.642 -3.078
82 H 5.477 -1.899 -4.102
83 H 4.947 0.494 -3.755
84 H -5.580 3.606 0.890
85 H -4.835 5.043 2.750
86 H -2.509 4.901 3.568
87 H -0.771 5.162 0.828
88 H 0.154 3.977 -0.099
89 H 0.970 5.380 0.592
90 H 2.559 4.280 1.962
91 H 4.179 3.334 3.438
92 H 3.712 1.937 4.417
93 H 3.559 3.561 5.072
94 H 1.237 1.880 5.223
95 H -0.994 1.295 5.483
96 H -2.002 1.242 4.027
97 H -2.051 2.653 5.080
98 H -4.906 0.769 1.880
99 H -5.376 -0.805 1.219
100 H -6.522 0.533 1.206
101 H -6.111 -0.864 -1.215
102 H -6.064 -1.355 -3.564
103 H -4.876 -0.547 -4.599
104 H -6.447 0.189 -4.322
105 H -4.037 1.767 -3.845
106 H -2.937 3.654 -3.042
107 H -1.912 3.176 -1.683
108 H -3.302 4.223 -1.402
109 H 4.820 0.482 -0.734
110 H 3.948 1.270 0.585
111 H 5.375 2.038 -0.112
112 H 3.984 4.037 -0.343
113 H 2.799 6.091 -0.826
114 H 1.505 6.115 -2.038
115 H 3.189 6.263 -2.532
116 H 1.285 4.183 -3.636
117 H 0.779 2.312 -4.871
118 H 0.664 0.829 -3.916
119 H 2.051 1.089 -4.976